No. 1
115
Properties=species:S:1:pos:R:3:lowdin_spin:R:1 method="wB97M-V/def2-TZVPD" homo_ev="-2.55 / -3.24" multiplicity=6 orbital_gap_ev="6.429 / 6.613" charge=-2 e_above_lowest_kj_mol=0.0
Ru -0.38848 -1.20402 -2.60326 3.83
O -3.28968 -0.52303 1.56257 0.00
C -3.91524 0.44319 0.90964 0.00
C -5.04730 0.93722 1.63123 0.00
C -5.93356 1.93700 1.21896 0.00
C -5.56864 2.40888 -0.08775 0.00
C -4.49928 2.00259 -0.81653 0.00
C -3.62478 1.05009 -0.29257 0.01
C -2.25696 0.75384 -1.02535 0.01
O -1.80462 -0.44268 -0.88333 0.12
N -1.93981 1.77336 -1.82207 0.01
N -0.82038 1.34332 -2.68071 0.05
C -0.20733 2.31908 -3.21561 0.01
C 0.84749 2.16185 -4.23005 0.01
C 1.38925 3.26818 -4.74755 0.00
C 2.52080 3.27151 -5.62943 0.01
C 2.96171 2.03898 -6.12029 0.00
C 2.37127 0.92169 -5.58385 0.01
C 1.30756 0.86939 -4.63952 0.01
O 0.78520 -0.16708 -4.16258 0.13
H -2.63235 -0.90756 0.89936 0.00
H -5.28137 0.56688 2.65352 0.00
H -6.86576 2.17351 1.67891 0.00
H -6.14199 3.18807 -0.53948 0.00
H -4.39385 2.48683 -1.80604 0.00
H -0.35609 3.37863 -2.73660 0.00
H 1.04564 4.28224 -4.45445 0.00
H 2.88451 4.18381 -5.99850 0.00
H 3.84904 1.96320 -6.72956 0.00
H 2.86990 -0.05069 -5.96509 0.00
Se 2.24139 2.12652 5.31799 0.00
P 0.80507 1.12660 4.08755 0.00
C -0.21665 -0.07676 5.03671 0.00
C -1.28925 -0.61069 4.35709 0.00
C -2.19954 -1.43451 4.99440 0.00
C -2.04762 -1.84079 6.33876 0.00
C -0.91882 -1.32256 6.99438 0.00
C -0.02606 -0.49503 6.34808 0.00
C -0.45074 2.35464 3.61745 0.00
C -0.90043 3.24736 4.58206 0.00
C -2.03721 4.02680 4.34461 0.00
C -2.67401 3.95399 3.12504 0.00
C -2.24127 3.09969 2.14882 0.00
C -1.11395 2.30909 2.40921 0.00
C 1.46526 0.20412 2.71971 0.00
C 2.16365 0.48178 1.54850 0.00
N 2.43542 -0.76039 1.01709 0.00
N 2.06608 -1.69294 1.87258 0.00
N 1.35396 -1.13944 2.86708 0.00
P 2.96493 1.82757 0.71517 0.00
Se 3.47071 1.50099 -1.31042 0.00
C 1.95089 3.30831 0.82225 0.00
C 1.81977 4.05695 2.00433 0.00
C 1.07959 5.17810 2.06347 0.00
C 0.34692 5.58052 0.92895 0.00
C 0.41902 4.84170 -0.26352 0.00
C 1.24595 3.69627 -0.28553 0.00
C 4.45885 2.09644 1.76809 0.00
C 5.13741 3.30644 1.82546 0.00
C 6.25398 3.44177 2.60172 0.00
C 6.71134 2.33028 3.41832 0.00
C 6.04990 1.15286 3.25615 0.00
C 4.87055 1.05643 2.50345 0.00
H -1.46715 -0.43543 3.22913 0.00
H -2.98762 -1.83059 4.32532 0.00
H -2.87790 -2.51232 6.72997 0.00
H -0.70047 -1.56364 8.01026 0.00
H 0.78170 -0.02129 6.83863 0.00
H -0.25846 3.41032 5.49509 0.00
H -2.32586 4.71714 5.14578 0.00
H -3.73326 4.38566 2.93524 0.00
H -2.66158 3.17340 1.16412 0.00
H -0.64704 1.82543 1.52746 0.00
H 2.39403 3.72063 2.86571 0.00
H 1.10910 5.70973 2.98042 0.00
H -0.31769 6.49265 0.97317 0.00
H -0.20888 5.15827 -1.06023 0.00
H 1.34800 3.15867 -1.22786 0.00
H 4.78357 4.05486 1.05906 0.00
H 6.86647 4.41083 2.62435 0.00
H 7.55645 2.48503 4.06920 0.00
H 6.18026 0.23123 3.89340 0.00
H 4.41489 0.08999 2.49297 0.00
C -1.67716 -1.75335 -4.32045 0.22
C -1.75264 -3.21595 -4.59332 0.04
C -0.59366 -3.88986 -4.89086 0.03
C -0.52625 -5.24641 -4.97465 0.00
C -1.69295 -6.04773 -4.87815 0.03
C -2.85480 -5.37443 -4.70181 0.00
C -2.94392 -3.98027 -4.62060 0.04
C -1.69925 -7.44543 -4.93921 0.01
N -1.77393 -8.57487 -4.84993 0.02
H -2.67488 -1.38824 -4.25554 0.02
H -0.91402 -1.17529 -4.77293 0.02
H 0.33730 -3.33164 -5.04590 0.00
H 0.34963 -5.76785 -5.18293 0.00
H -3.77691 -5.94232 -4.64379 0.00
H -3.87525 -3.48906 -4.36729 0.00
C -1.04865 -6.78325 -1.06488 0.00
C -1.94453 -5.67485 -1.37368 0.01
C -1.39942 -4.44532 -1.50715 0.01
C 0.00546 -4.21970 -1.42967 0.03
C 0.56258 -2.92044 -1.68187 0.15
C 1.88741 -2.70178 -1.47811 0.08
C 2.73210 -3.79536 -1.02329 0.01
C 2.27790 -5.07612 -0.93935 0.03
C 0.86117 -5.28376 -1.15692 0.00
C 0.29538 -6.61099 -0.94589 0.00
H -1.48675 -7.81021 -0.85719 0.00
H -3.03766 -5.80650 -1.30287 0.00
H -1.92143 -3.59010 -1.85064 0.01
H 2.33983 -1.68919 -1.53112 0.01
H 3.71367 -3.65947 -0.81476 0.00
H 2.95031 -5.89979 -0.80617 0.00
H 0.97278 -7.43142 -0.82927 0.00

No. 2
123
Properties=species:S:1:pos:R:3:mulliken_charge:R:1 method="wB97M-V/def2-TZVPD" homo_ev=-7.06 orbital_gap_ev=7.350 charge=0 e_above_lowest_kj_mol=0.0
In 2.33461 0.43184 0.65846 1.19
C -0.40618 0.05855 2.52442 -2.20
N 0.97566 -0.27264 2.92673 3.07
C 1.46001 0.57921 4.04162 -1.13
C 2.36919 1.74671 3.68758 -1.86
N 3.40435 1.46983 2.69574 0.81
C 4.09958 2.73682 2.39157 -1.32
C 4.37832 0.44689 2.99457 0.10
C 4.66923 0.06750 4.29812 -0.33
C 5.63287 -0.89577 4.55501 -1.12
C 6.31460 -1.47737 3.49738 -0.71
C 6.03346 -1.09431 2.19614 -0.83
C 5.07514 -0.12418 1.91507 0.85
S 4.78126 0.36650 0.23155 -0.50
C 1.09163 -1.66660 3.32205 -1.26
C 0.59330 -2.07587 4.55477 -0.43
C 0.66483 -3.39897 4.95255 -0.82
C 1.24936 -4.32402 4.09386 -0.85
C 1.77178 -3.91510 2.88327 -1.01
C 1.71985 -2.57398 2.47150 1.02
S 2.47587 -2.11333 0.97406 -0.14
H -1.06312 0.12222 3.39994 0.87
H -0.41258 -1.04419 0.74130 -0.30
H -0.39626 1.02485 2.03218 -0.44
H 2.01564 -0.08434 4.70053 0.82
H 0.61580 0.98226 4.61430 0.35
H 2.80760 2.10110 4.63112 0.40
H 1.79038 2.57140 3.28842 0.63
H 4.72755 3.02737 3.24010 0.41
H 3.36364 3.51521 2.20284 0.46
H 4.71768 2.60998 1.50565 0.33
H 4.14315 0.52289 5.12681 0.39
H 5.85318 -1.17879 5.57554 0.42
H 7.05807 -2.24100 3.68352 0.40
H 6.55163 -1.55511 1.36562 0.46
H 0.14721 -1.34336 5.21960 0.48
H 0.27001 -3.70332 5.91268 0.47
H 1.31313 -5.36579 4.38002 0.43
H 2.24643 -4.63114 2.22549 0.53
N -0.93464 -0.98406 1.62690 1.01
S -2.53210 -0.96716 1.21963 0.95
N -2.01291 -0.97230 -1.32715 -0.56
S -1.92593 -0.29771 -2.61410 0.74
N -0.57817 0.46297 -3.06518 -0.18
S 0.72734 -0.09519 -2.32258 1.04
N 0.82860 0.13034 -0.87113 -0.04
C 0.84151 -1.79811 -2.87190 0.69
C 0.63378 -2.79487 -1.93968 -0.11
C 0.60340 -4.11791 -2.36408 -1.00
C 0.76853 -4.42311 -3.70415 -0.71
C 0.97424 -3.40913 -4.63552 -0.82
C 1.01010 -2.08977 -4.22299 -0.73
C 2.00955 0.65610 -3.28966 0.02
C 3.29690 0.20266 -3.03116 -0.81
C 4.36067 0.78388 -3.69790 -0.74
C 4.12998 1.80195 -4.61437 -0.62
C 2.83891 2.24083 -4.86693 -0.74
C 1.76181 1.66520 -4.20514 -0.08
C -3.09927 1.02576 -2.91200 0.38
C -2.74079 2.27900 -3.38536 0.16
C -3.70818 3.27332 -3.46924 -0.82
C -5.01373 3.01026 -3.08315 -0.50
C -5.36389 1.74928 -2.61521 -0.81
C -4.40578 0.75315 -2.52623 -0.68
C -2.26461 -1.38081 -4.00879 0.23
C -2.15000 -0.94181 -5.32371 -0.72
C -2.35626 -1.84200 -6.35348 -0.76
C -2.66514 -3.16939 -6.06587 -0.46
C -2.77734 -3.59222 -4.75221 -0.80
C -2.57819 -2.69133 -3.71097 -0.25
C -2.99081 0.78372 1.18254 1.05
C -2.24882 1.57765 0.31216 0.63
C -2.57869 2.91594 0.17214 -0.86
C -3.61386 3.46821 0.91035 -1.26
C -4.31248 2.67948 1.81220 -1.17
C -4.00633 1.33386 1.95455 -0.48
C -3.36587 -1.51269 2.69053 0.25
C -4.74608 -1.67018 2.56346 -0.37
C -5.47012 -2.20245 3.61462 -0.72
C -4.81433 -2.61577 4.77007 -0.65
C -3.43621 -2.51641 4.85746 -0.60
C -2.70272 -1.97044 3.81168 -0.71
H 0.51088 -2.53693 -0.89965 0.27
H 0.45048 -4.90611 -1.63838 0.51
H 0.73460 -5.45437 -4.03176 0.42
H 1.10678 -3.64890 -5.68234 0.49
H 1.15603 -1.29397 -4.94230 0.51
H 3.47031 -0.58166 -2.30244 0.77
H 5.36812 0.44773 -3.49288 0.44
H 4.96399 2.25867 -5.13090 0.37
H 2.66651 3.03572 -5.58044 0.44
H 0.74779 1.99013 -4.38135 0.24
H -1.71480 2.46858 -3.66277 0.37
H -3.43628 4.25868 -3.82495 0.44
H -5.76247 3.78929 -3.14412 0.41
H -6.38306 1.54663 -2.31309 0.43
H -4.65226 -0.22907 -2.14251 0.52
H -1.89100 0.08943 -5.52862 0.38
H -2.27168 -1.51612 -7.38202 0.41
H -2.81179 -3.87433 -6.87391 0.40
H -3.01499 -4.62507 -4.53267 0.45
H -2.63991 -2.98394 -2.67021 0.33
H -1.41027 1.15898 -0.23408 0.06
H -2.01208 3.52421 -0.52040 0.83
H -3.86371 4.51448 0.79637 0.53
H -5.09995 3.10760 2.41771 0.42
H -4.56581 0.74077 2.66263 0.50
H -5.24566 -1.37806 1.64758 0.56
H -6.54153 -2.31604 3.52536 0.40
H -5.38035 -3.03345 5.59162 0.40
H -2.91800 -2.87918 5.73515 0.48
H -1.62645 -1.93910 3.85918 0.50
F -0.03492 3.09687 2.28427 -0.58
C 0.61039 3.46656 1.13738 -0.14
C 1.53675 2.64773 0.52550 0.52
C 2.08813 3.21613 -0.61191 0.10
F 3.02391 2.53754 -1.31489 -0.27
C 1.76531 4.45966 -1.12257 0.18
F 2.34139 4.93224 -2.23484 -0.37
C 0.82700 5.23039 -0.45899 0.85
F 0.48581 6.43888 -0.92398 -0.35
C 0.25204 4.73100 0.69052 0.17
F -0.65913 5.46762 1.34555 -0.42